No. 1
A single C2H3NO2S molecule in a non-equilibrium geometry. Source: OMol25; level of theory: ωB97M-V/def2-TZVPD.

Computed properties:
multiplicity: 3
frontier orbital gap (spin up / spin down): 0.2201 / 0.2827 hartree
HOMO energy (spin up / spin down): -5.279 / -10.605 eV

The geometry in XYZ format:
```
9
Properties=species:S:1:pos:R:3:forces:R:3
H 1.431 0.924 -0.006 -0.395 0.297 -0.879
O -1.934 0.090 -1.242 0.076 1.628 -1.886
S -2.271 -0.837 -0.232 -0.400 -0.829 3.292
H -3.031 0.953 1.019 -0.122 2.529 -0.681
H 1.809 -0.073 -1.546 -0.899 -0.399 1.280
C 1.116 0.057 -0.633 4.344 3.434 -1.341
C 0.254 -0.739 -0.097 0.032 -2.136 0.298
O -2.889 0.040 1.059 0.032 -3.007 0.197
N -0.659 -1.347 0.398 -2.667 -1.517 -0.280
```
Positions in Å, forces in eV/Å.

No. 2
A molecular structure, C2H3NO2S2 in a non-equilibrium geometry. Source: OMol25; level of theory: ωB97M-V/def2-TZVPD.

Computed properties:
frontier orbital gap: 0.3571 hartree
HOMO energy: -10.292 eV

The geometry in XYZ format:
```
10
Properties=species:S:1:pos:R:3:forces:R:3
O -4.458 0.101 1.272 -0.732 0.066 -0.295
H 0.673 -0.863 0.027 -2.095 0.531 0.213
S -2.418 -1.491 -0.231 -0.370 0.189 -0.134
C -0.061 0.010 -0.187 4.821 -0.247 1.635
N -2.225 0.956 0.383 -0.981 1.101 -0.222
C -1.476 -0.031 0.130 -0.275 -1.384 -0.519
H 0.020 -0.023 -1.263 -0.045 0.794 -0.512
S -3.743 0.222 0.051 1.349 0.229 -0.475
O -4.275 0.704 -1.204 0.306 -0.558 1.637
H 0.618 0.813 0.329 -1.978 -0.721 -1.328
```
Positions in Å, forces in eV/Å.

No. 3
A single C2H3NO2S2 molecule in a non-equilibrium geometry. Source: OMol25; level of theory: ωB97M-V/def2-TZVPD.

Computed properties:
multiplicity: 3
frontier orbital gap (spin up / spin down): 0.2122 / 0.2349 hartree
HOMO energy (spin up / spin down): -5.963 / -9.744 eV

The geometry in XYZ format:
```
10
Properties=species:S:1:pos:R:3:forces:R:3
H 1.468 -0.136 -2.076 0.240 1.498 0.494
O -0.029 1.987 0.698 1.143 0.702 -0.339
O -1.320 0.977 2.621 0.226 0.220 0.917
C 0.130 -0.710 -0.881 -3.772 0.477 7.587
S -0.733 0.902 1.315 -2.117 -1.375 -0.338
S 0.063 -2.216 -1.470 -0.322 -2.733 -1.183
C -0.577 -0.597 0.710 3.675 1.578 -5.884
H -0.899 -1.465 1.169 -0.846 -1.256 0.853
N 0.842 0.270 -1.370 1.097 -0.045 -2.126
H 1.055 0.987 -0.716 0.678 0.934 0.019
```
Positions in Å, forces in eV/Å.

No. 4
2 unconnected molecules or ions with the total composition C2H3NO3 in a non-equilibrium geometry. Source: OMol25; level of theory: ωB97M-V/def2-TZVPD.

Computed properties:
frontier orbital gap: 0.3425 hartree
HOMO energy: -9.435 eV
structure (SMILES): O=C=O.CN=O

The geometry in XYZ format:
```
9
Properties=species:S:1:pos:R:3:forces:R:3
O 0.352 -2.154 0.955 0.002 1.357 -0.076
O 1.633 -2.111 -1.544 1.225 1.186 0.053
C 0.853 -2.951 -1.562 -0.091 -0.020 -0.269
O 0.071 -3.781 -1.641 -1.074 -1.236 0.017
H -0.420 0.707 0.886 0.015 0.001 0.009
C 0.135 -0.006 0.274 -0.511 0.338 -0.729
H -0.491 -0.403 -0.529 0.055 -0.068 0.078
H 0.999 0.528 -0.126 0.017 -0.034 0.013
N 0.641 -0.997 1.177 0.361 -1.524 0.904
```
Positions in Å, forces in eV/Å.

No. 5
2 unconnected molecules or ions with the total composition C2H3NO3 in a non-equilibrium geometry. Source: OMol25; level of theory: ωB97M-V/def2-TZVPD.

Computed properties:
frontier orbital gap: 0.3458 hartree
HOMO energy: -9.530 eV
structure (SMILES): O=C=O.CN=O

The geometry in XYZ format:
```
9
Properties=species:S:1:pos:R:3:forces:R:3
H -1.435 -0.554 1.381 0.141 1.892 -2.072
H -1.277 1.124 0.312 0.643 -1.668 0.579
N -0.164 -0.701 -0.183 -0.358 -0.772 -1.409
H -2.321 -0.177 -0.168 0.124 -0.759 -0.709
O 2.651 0.609 0.895 0.488 0.094 1.315
O 1.959 0.625 -1.296 0.048 0.282 -0.826
C 2.311 0.625 -0.199 -0.343 -0.251 -0.603
O -0.369 -1.534 -1.040 0.152 0.859 0.938
C -1.356 -0.017 0.299 -0.895 0.323 2.787
```
Positions in Å, forces in eV/Å.

No. 6
A single C2H3NO3 molecule in a non-equilibrium geometry. Source: OMol25; level of theory: ωB97M-V/def2-TZVPD.

Computed properties:
frontier orbital gap: 0.4074 hartree
HOMO energy: -10.633 eV
structure (SMILES): C=CO[N+](=O)[O-]

The geometry in XYZ format:
```
9
Properties=species:S:1:pos:R:3:forces:R:3
H -2.465 0.349 -0.239 -0.583 -0.407 1.242
C -0.595 -0.011 -0.301 1.707 -1.525 2.708
C -1.717 -0.141 0.399 1.234 0.698 -2.279
O 0.644 -0.680 0.127 -1.724 -0.207 -0.405
O 1.729 1.196 -0.256 0.022 0.613 -0.705
N 1.838 0.020 -0.059 -1.878 1.384 0.935
O 2.793 -0.613 0.159 1.593 -1.373 -0.079
H -1.791 -0.680 1.321 -0.403 -0.062 0.139
H -0.435 0.559 -1.150 0.033 0.879 -1.556
```
Positions in Å, forces in eV/Å.

No. 7
A single C2H3NO3 molecule in a non-equilibrium geometry. Source: OMol25; level of theory: ωB97M-V/def2-TZVPD.

Computed properties:
frontier orbital gap: 0.3120 hartree
HOMO energy: -9.424 eV
structure (SMILES): O=CC(=O)NO

The geometry in XYZ format:
```
9
Properties=species:S:1:pos:R:3:forces:R:3
H -0.797 0.805 -0.546 0.006 0.989 0.057
O 0.047 1.656 1.069 3.770 -0.485 1.758
H 0.858 1.136 1.491 -1.812 1.611 -1.071
C 0.142 -0.750 0.347 -0.688 5.982 1.294
H -0.234 -2.887 0.014 -0.834 2.287 -1.327
C -0.514 -1.776 -0.461 0.202 -3.502 0.562
N -0.621 0.684 0.453 -0.730 -6.453 -1.828
O -1.128 -1.571 -1.461 -0.044 -0.012 0.124
O 1.192 -0.868 0.899 0.131 -0.416 0.431
```
Positions in Å, forces in eV/Å.

No. 8
A single C2H3NO3 molecule in a non-equilibrium geometry. Source: OMol25; level of theory: ωB97M-V/def2-TZVPD.

Computed properties:
frontier orbital gap: 0.3838 hartree
HOMO energy: -10.715 eV
structure (SMILES): O=CN(O)C=O

The geometry in XYZ format:
```
9
Properties=species:S:1:pos:R:3:forces:R:3
C -0.342 -0.283 1.247 1.708 1.534 0.104
O 0.814 1.325 0.020 0.115 -4.624 -1.315
H 0.239 2.012 0.123 -2.002 3.609 0.326
C 0.089 -0.690 -1.259 -6.101 -0.570 -1.983
H 0.308 0.322 2.032 -1.238 -0.565 -1.802
N -0.331 0.290 -0.147 3.410 -0.927 1.064
O -0.868 -1.284 1.536 -1.039 -1.280 0.122
O -0.784 -1.556 -1.676 5.556 4.252 2.667
H 0.876 -0.137 -1.876 -0.409 -1.431 0.817
```
Positions in Å, forces in eV/Å.

No. 9
A single C2H3NO3 molecule in a non-equilibrium geometry. Source: OMol25; level of theory: ωB97M-V/def2-TZVPD.

Computed properties:
multiplicity: 3
frontier orbital gap (spin up / spin down): 0.2154 / 0.2629 hartree
HOMO energy (spin up / spin down): -5.292 / -11.114 eV

The geometry in XYZ format:
```
9
Properties=species:S:1:pos:R:3:forces:R:3
O -0.938 -1.366 -0.155 -1.336 0.489 -0.859
O 0.587 1.635 -0.288 -0.860 0.918 -1.518
C -1.237 -0.036 -0.019 -2.397 -2.945 0.499
H 0.989 1.951 0.506 1.219 0.753 1.106
H 1.182 -1.434 0.713 -0.248 0.642 -0.367
C 0.666 -0.850 -0.063 0.190 1.125 2.704
H 1.040 -0.774 -1.021 1.122 -0.404 -1.943
N 0.020 0.404 0.200 2.936 -1.627 0.615
O -2.309 0.468 0.127 -0.625 1.048 -0.236
```
Positions in Å, forces in eV/Å.

No. 10
A gas-phase ion, C2H3NO3P (charge -1) in a non-equilibrium geometry. Source: OMol25; level of theory: ωB97M-V/def2-TZVPD.

Computed properties:
frontier orbital gap: 0.3227 hartree
charge: -1
HOMO energy: -4.524 eV

The geometry in XYZ format:
```
10
Properties=species:S:1:pos:R:3:forces:R:3
O -0.272 -1.114 0.755 -0.827 1.849 -1.768
H 2.243 -0.542 0.305 0.270 -0.373 0.692
C 0.324 -0.636 -0.438 1.847 -0.713 1.528
O -2.838 -0.348 0.092 -1.761 -0.204 0.354
P -1.492 0.121 0.304 3.276 0.367 0.062
H 2.121 -0.014 -1.340 0.800 1.117 -2.613
O -0.618 -0.258 -1.239 -1.847 0.537 0.047
C 1.610 -0.315 -0.518 -0.091 -1.561 2.064
H -0.095 1.610 1.224 1.826 -0.188 0.515
N -0.984 1.495 0.854 -3.494 -0.829 -0.881
```
Positions in Å, forces in eV/Å.

No. 11
2 unconnected molecules or ions with the total composition C2H3NO3S in a non-equilibrium geometry. Source: OMol25; level of theory: ωB97M-V/def2-TZVPD.

Computed properties:
frontier orbital gap: 0.3020 hartree
HOMO energy: -9.508 eV

The geometry in XYZ format:
```
10
Properties=species:S:1:pos:R:3:forces:R:3
H -0.107 -0.458 1.382 0.608 0.189 0.237
O -2.364 -1.505 0.258 1.824 2.046 -1.549
H -0.249 0.300 -1.454 -1.086 -0.112 -1.029
N -1.986 -0.665 -0.579 -1.733 -1.439 0.725
S -2.210 -0.070 -3.870 1.051 2.141 0.718
O -1.292 1.011 -3.491 -1.382 -1.711 -0.672
H 1.063 0.417 0.226 3.684 1.860 -0.330
C -0.665 -0.184 -0.591 2.474 0.169 1.555
C 0.224 -0.071 0.424 -5.708 -2.734 0.388
O -1.686 -1.374 -4.080 0.268 -0.409 -0.043
```
Positions in Å, forces in eV/Å.

No. 12
A single C2H3NO3S molecule in a non-equilibrium geometry. Source: OMol25; level of theory: ωB97M-V/def2-TZVPD.

Computed properties:
frontier orbital gap: 0.2872 hartree
HOMO energy: -8.804 eV
structure (SMILES): O=C(O)C(=S)NO

The geometry in XYZ format:
```
10
Properties=species:S:1:pos:R:3:forces:R:3
H -0.252 2.923 0.230 -0.476 -1.923 -0.084
C -0.006 0.982 0.000 3.374 2.329 -2.130
C -0.651 -0.455 -0.165 -3.861 2.925 2.076
O 1.357 -1.618 0.367 1.462 3.478 -1.492
S -2.364 -0.520 0.006 1.847 0.057 -0.839
O -0.795 2.073 0.261 0.644 -1.216 0.083
O 1.200 1.235 -0.321 -3.239 -2.005 1.365
H 1.879 -0.635 0.092 -2.457 -3.595 0.770
H -0.418 -2.445 -0.297 0.468 0.615 0.300
N 0.049 -1.538 -0.172 2.237 -0.664 -0.048
```
Positions in Å, forces in eV/Å.

No. 13
A single C2H3NO4 molecule in a non-equilibrium geometry. Source: OMol25; level of theory: ωB97M-V/def2-TZVPD.

Computed properties:
frontier orbital gap: 0.3543 hartree
HOMO energy: -10.266 eV
structure (SMILES): O=C(O)C(=O)NO

The geometry in XYZ format:
```
10
Properties=species:S:1:pos:R:3:forces:R:3
O 0.206 -2.149 -0.751 0.834 4.003 0.551
O -1.462 -0.278 0.878 2.367 0.369 -1.773
O -0.236 1.934 1.386 0.215 0.367 0.207
C -0.447 0.001 0.191 -2.193 0.493 3.292
N 0.172 1.207 0.315 1.790 -0.796 -0.991
H 1.543 -0.635 -2.121 0.505 -0.668 -0.601
C 0.341 -0.928 -0.628 0.182 -2.836 -3.379
H 1.214 1.197 0.100 -1.933 0.512 0.527
H -0.636 1.220 1.903 -0.718 0.148 0.787
O 1.155 -0.090 -1.447 -1.050 -1.591 1.379
```
Positions in Å, forces in eV/Å.

No. 14
A single C2H3NOS molecule in a non-equilibrium geometry. Source: OMol25; level of theory: ωB97M-V/def2-TZVPD.

Computed properties:
frontier orbital gap (spin up / spin down): 0.2967 / 0.2966 hartree
HOMO energy (spin up / spin down): -8.813 / -8.811 eV

The geometry in XYZ format:
```
8
Properties=species:S:1:pos:R:3:forces:R:3
H -1.197 1.700 0.707 -1.175 1.505 1.277
S -0.945 0.833 -1.405 1.304 -1.285 2.181
N 0.352 0.314 0.916 -0.626 -0.409 -0.776
O -0.085 -0.317 -1.851 -0.659 0.672 -0.894
H 1.697 -1.058 0.881 2.644 -1.341 1.012
H 0.138 -1.511 -0.095 0.781 0.224 0.918
C 0.748 -0.869 0.578 -3.268 1.618 -1.421
C -0.707 0.907 0.269 1.000 -0.984 -2.298
```
Positions in Å, forces in eV/Å.

No. 15
A molecular structure, C2H3NOS in a non-equilibrium geometry. Source: OMol25; level of theory: ωB97M-V/def2-TZVPD.

Computed properties:
frontier orbital gap: 0.3280 hartree
HOMO energy: -9.066 eV

The geometry in XYZ format:
```
8
Properties=species:S:1:pos:R:3:forces:R:3
O -0.188 -0.344 -0.836 2.447 2.522 -0.407
C 0.755 0.613 -1.384 0.582 1.895 2.096
H -0.292 -0.966 2.373 -1.345 0.208 -1.496
S 0.767 1.135 -2.907 -0.330 -0.833 0.460
H 1.554 1.390 -0.585 -2.780 -3.347 -1.775
C -0.826 -0.745 1.372 3.352 1.142 -0.158
N 0.221 -0.598 0.507 -4.715 -0.780 2.512
H -1.993 -0.485 1.461 2.789 -0.807 -1.231
```
Positions in Å, forces in eV/Å.

No. 16
A molecular structure, C2H3NOS in a non-equilibrium geometry. Source: OMol25; level of theory: ωB97M-V/def2-TZVPD.

Computed properties:
frontier orbital gap: 0.3205 hartree
HOMO energy: -7.923 eV

The geometry in XYZ format:
```
8
Properties=species:S:1:pos:R:3:forces:R:3
O 1.124 0.859 -0.586 -2.717 -0.500 -0.551
H -1.176 1.042 -0.780 1.117 -1.571 0.227
N 0.573 -0.482 1.427 -0.427 -0.418 0.273
S 1.750 0.462 0.846 0.960 0.460 0.659
C -0.426 -0.565 0.656 -0.913 -0.496 -1.899
H -0.127 -0.259 -1.666 -1.343 -0.520 1.057
H -1.282 -1.214 0.777 -0.009 -0.094 0.809
C -0.436 0.158 -0.674 3.332 3.140 -0.575
```
Positions in Å, forces in eV/Å.

No. 17
A molecular structure, C2H3NOS in a non-equilibrium geometry. Source: OMol25; level of theory: ωB97M-V/def2-TZVPD.

Computed properties:
frontier orbital gap: 0.3492 hartree
HOMO energy: -8.701 eV

The geometry in XYZ format:
```
8
Properties=species:S:1:pos:R:3:forces:R:3
H -0.655 1.809 -0.397 -0.245 0.569 -1.515
S -1.581 -0.429 -0.227 -0.662 0.305 0.860
O 0.764 0.337 -0.332 2.803 0.857 -1.787
C 0.774 -0.998 -0.169 -2.478 3.137 0.999
H -0.228 1.296 1.080 -0.739 -1.022 0.471
H 1.685 -1.424 -0.160 2.928 -1.600 -0.105
C -0.434 0.886 0.071 -0.069 1.400 1.354
N -0.325 -1.476 0.133 -1.538 -3.647 -0.277
```
Positions in Å, forces in eV/Å.

No. 18
2 unconnected molecules or ions with the total composition C2H3NOS in a non-equilibrium geometry. Source: OMol25; level of theory: ωB97M-V/def2-TZVPD.

Computed properties:
multiplicity: 3
frontier orbital gap (spin up / spin down): 0.3565 / 0.2668 hartree
HOMO energy (spin up / spin down): -8.950 / -9.255 eV

The geometry in XYZ format:
```
8
Properties=species:S:1:pos:R:3:forces:R:3
H -0.012 1.557 -0.002 -0.308 -0.009 0.181
H -1.326 0.711 -1.086 2.222 -0.196 0.285
S -2.916 -2.059 -1.446 1.456 1.086 -1.516
C -0.238 0.802 -0.752 -3.482 1.477 0.725
N -1.946 -1.381 -2.550 -1.590 -1.578 1.109
C 0.875 0.421 -1.240 2.427 -1.526 -1.195
H -1.886 -1.906 -3.438 0.116 0.438 0.367
O 1.943 0.069 -1.559 -0.840 0.308 0.044
```
Positions in Å, forces in eV/Å.

No. 19
A single C2H3NOS2 molecule in a non-equilibrium geometry. Source: OMol25; level of theory: ωB97M-V/def2-TZVPD.

Computed properties:
frontier orbital gap: 0.3105 hartree
HOMO energy: -8.919 eV
structure (SMILES): O=CCn1ss1

The geometry in XYZ format:
```
9
Properties=species:S:1:pos:R:3:forces:R:3
N -1.056 1.366 0.139 -1.437 1.401 -1.092
C -0.337 0.151 0.406 0.611 1.425 2.609
O 1.899 -0.717 0.226 -1.649 1.652 -0.417
H -0.566 -0.680 -0.170 -1.448 -1.926 -0.771
H -0.588 0.078 1.567 1.225 -0.701 -2.348
S -1.600 1.734 -1.529 0.843 -0.265 0.068
C 1.153 0.239 0.048 2.710 0.402 0.578
H 1.654 1.246 -0.385 -1.469 -1.737 0.727
S -2.841 1.199 -0.032 0.615 -0.251 0.645
```
Positions in Å, forces in eV/Å.

No. 20
A single C2H3NOS2 molecule in a non-equilibrium geometry. Source: OMol25; level of theory: ωB97M-V/def2-TZVPD.

Computed properties:
frontier orbital gap: 0.2587 hartree
HOMO energy: -8.646 eV

The geometry in XYZ format:
```
9
Properties=species:S:1:pos:R:3:forces:R:3
H -1.279 0.249 -1.085 -0.392 0.561 -0.508
H -0.623 -1.603 0.059 -0.322 -1.003 0.349
C -0.190 -0.647 0.204 2.567 0.572 -0.929
C -1.072 0.630 -0.049 1.308 -2.009 0.279
H -1.970 0.550 0.523 -1.188 -0.707 0.474
S 1.911 0.897 0.029 0.305 0.776 0.029
O -0.507 1.772 0.158 2.476 0.972 -0.379
N 1.133 -0.567 0.093 -6.753 1.130 0.856
S 2.596 -1.282 0.069 1.999 -0.294 -0.171
```
Positions in Å, forces in eV/Å.

Energy relative to the best compared isomer or geometry (same formula, charge and spin) readings, ordered: 69.12; 42.77; 56.64; 62.71; 72.42; 142.84; 101.68; 107.85; 130.01; 39.35; 94.28; 64.82; 60.03; 54.73; 107.85; 58.14; 35.82; 28.19; 72.47; 118.48 kcal per mole
Molecular weight readings, ordered: 105.12; 137.19; 137.19; 89.05; 89.05; 89.05; 89.05; 89.05; 89.05; 120.02; 121.12; 121.12; 105.05; 89.12; 89.12; 89.12; 89.12; 89.12; 121.19; 121.19 g/mol